{"formula": "C4H6F3NO2", "method": "ωB97M-V with the def2-TZVPD basis set", "energy_ha": -660.75086, "max_force_ha_per_bohr": 0.0552, "charge": 0, "de_lowest_kj_mol": 269.8, "mol_weight_g_mol": 157.09, "species": ["F", "F", "F", "O", "O", "N", "C", "C", "C", "C", "H", "H", "H", "H", "H", "H"], "coordinates": [[0.0187, -0.2383, -2.2447], [1.1689, 0.9872, 0.5614], [0.4609, -0.8877, 1.2525], [3.9424, -0.1466, 3.1513], [3.4560, -1.1200, 1.1187], [-1.2939, 0.7216, -0.6210], [-2.1308, 1.4923, -1.2243], [0.7739, -0.2868, 0.0842], [-0.3207, -0.1717, -0.9088], [3.7044, -0.6275, 2.1321], [-2.0695, 1.5906, -2.2788], [-2.9068, 1.9569, -0.6844], [-2.4425, -1.5973, 0.2113], [1.6324, -0.8129, -0.2892], [-2.6130, -1.6922, -0.6116], [-1.3804, 0.8322, 0.3513]]}

---

{"formula": "C21H22Cl2N8O11P2RuS", "method": "ωB97M-V with the def2-TZVPD basis set", "energy_ha": -4175.64299, "multiplicity": 2, "max_force_ha_per_bohr": 0.0308, "s2": 0.76, "charge": -1, "de_lowest_kj_mol": 115.7, "mol_weight_g_mol": 828.44, "species": ["Ru", "Cl", "Cl", "S", "P", "P", "O", "O", "O", "O", "O", "O", "O", "O", "O", "O", "O", "N", "N", "N", "N", "N", "N", "N", "N", "C", "C", "C", "C", "C", "C", "C", "C", "C", "C", "C", "C", "C", "C", "C", "C", "C", "C", "C", "C", "C", "H", "H", "H", "H", "H", "H", "H", "H", "H", "H", "H", "H", "H", "H", "H", "H", "H", "H", "H", "H", "H", "H"], "coordinates": [[0.6598, -0.6193, 0.0994], [4.7850, -0.5355, 2.9630], [5.5991, -5.3364, 0.6696], [-1.4455, -1.9130, -0.4529], [-1.0716, 1.2580, -2.5471], [1.7476, 0.1849, -2.9679], [1.8382, -0.0700, -1.4789], [1.4944, -0.9139, -3.9127], [2.3394, -0.4946, 1.2334], [-1.6762, 0.2640, -3.4414], [-1.8196, 2.6718, -2.7133], [-1.1600, 0.3701, 2.4234], [1.3315, 1.9986, 0.4644], [-0.8831, 1.0216, -1.0522], [3.1428, 0.9632, -3.3202], [-0.7931, -1.1459, 3.8986], [0.0543, -1.3427, 1.9505], [-0.7048, -0.7117, 2.7692], [-2.8579, 0.1598, 0.3362], [1.2050, 2.6419, -2.1305], [1.1062, 1.8403, 2.6989], [1.4881, -2.4000, -0.3710], [-3.4964, -1.8965, 1.2418], [-1.6378, 4.0037, 3.5802], [-0.7408, 4.5410, -0.7272], [4.2363, -1.7709, 1.8870], [-1.0427, 3.7076, 2.6364], [3.0638, -1.5709, 1.1749], [1.1491, -3.2010, -1.3510], [4.6101, -3.9172, 0.8620], [1.8878, -4.3604, -1.6455], [0.6509, 2.2178, -4.5235], [2.9958, -4.6707, -0.9150], [3.4308, -3.7798, 0.0915], [-5.1588, -2.0690, 2.9585], [0.7227, 2.3579, 1.5011], [2.6550, -2.6292, 0.3084], [-0.5610, 4.0090, 0.2895], [-4.5463, 0.1439, 1.9224], [-4.3795, -1.2450, 1.9838], [0.6479, 1.6481, -3.1163], [-0.3157, 3.3458, 1.4843], [-3.7465, 0.8478, 1.0562], [4.9935, -2.9412, 1.7377], [-2.6954, -1.1801, 0.4492], [-3.8048, 2.3213, 0.8381], [5.9006, -3.0546, 2.3142], [-6.0937, -1.5900, 3.2426], [-2.1191, 0.6403, -0.2410], [-1.6322, 3.3114, -1.9893], [1.1595, 2.2798, -1.1249], [3.5659, -5.5671, -1.1152], [-2.7975, 2.7344, 0.7715], [-4.5487, -2.1953, 3.8553], [-5.2612, 0.6554, 2.5474], [2.1834, 2.8395, -2.3491], [1.6532, 2.5365, -4.8176], [-5.3477, -3.0561, 2.5430], [-0.0396, 3.0596, -4.5980], [-4.3359, 2.8123, 1.6496], [0.6693, 3.5170, -2.1450], [1.5514, -4.9892, -2.4560], [0.4230, 1.8242, 3.4426], [1.7215, 1.0372, 2.6176], [0.3176, 1.4409, -5.2080], [0.2822, -2.9343, -1.9381], [3.7633, 0.3657, -3.7393], [-4.3129, 2.5292, -0.1053]]}

---

{"formula": "C3H5N3", "method": "ωB97M-V with the def2-TZVPD basis set", "energy_ha": -281.50354, "max_force_ha_per_bohr": 0.0736, "charge": 0, "de_lowest_kj_mol": 227.1, "smiles": "Cc1cn[nH]n1", "mol_weight_g_mol": 83.09, "species": ["N", "N", "N", "C", "C", "C", "H", "H", "H", "H", "H"], "coordinates": [[-1.5631, -0.8495, 0.1697], [-0.6779, -1.7142, -0.2485], [-1.1296, 0.3283, 0.5438], [0.2949, 0.1836, 0.2349], [0.5269, -1.1769, -0.0051], [0.9604, 1.4488, -0.2397], [0.5593, 1.6569, -1.2467], [2.0532, 1.5011, -0.3279], [1.3299, -1.9039, 0.2125], [0.5819, 2.2179, 0.4258], [-2.4758, -1.2697, 0.3130]]}